No. 1
Here is an isolated molecule of C7H8N2O from OMol25. Energies are from ωB97M-V with the def2-TZVPD basis set.

```
18
Properties=species:S:1:pos:R:3:forces:R:3
C 0.213 1.921 -2.621 -0.722 -0.947 0.251
C -1.483 0.486 -1.126 0.132 2.041 -2.681
C -1.319 -0.180 -0.002 -0.621 -2.091 0.899
C -0.306 0.969 -1.741 3.235 -2.073 3.742
C 0.090 -0.398 0.494 -2.039 1.016 0.222
C 0.532 -1.832 0.740 -0.057 0.053 0.036
C 0.288 0.513 1.745 -0.806 -3.336 -0.208
N 0.587 2.658 -3.429 0.210 0.201 0.032
N 0.848 0.150 -0.579 -2.542 3.295 -4.935
O 2.035 0.337 -0.649 1.659 -0.115 0.561
H -2.399 0.695 -1.667 -0.312 -0.283 0.505
H -2.180 -0.734 0.341 0.183 -0.002 0.746
H 1.058 -2.173 -0.126 0.858 -0.064 -0.427
H -0.257 -2.582 0.785 -0.307 0.379 0.791
H 1.185 -1.767 1.614 -0.046 -0.829 -0.184
H 1.212 0.922 1.725 3.048 1.463 -0.271
H 0.321 -0.211 2.533 -0.249 -0.092 0.947
H -0.426 1.226 1.963 -1.625 1.386 -0.028
```
Forces are in eV/Å.

Values from the calculation:
- HOMO level (alpha / beta) (eV) = -8.5 / -8.1
- DFT total energy (Eh) = -456.078208
- SMILES = CC1(C)C=CC(C#N)=[N+]1[O-]

Atomic partial charges in e from the Mulliken method, atoms 1 to 2: atom 1 (C): 0.31, atom 2 (C): -0.36

No. 2
Here is an isolated molecule of C20H31N5O4 from OMol25. Energies are from ωB97M-V with the def2-TZVPD basis set.

```
60
Properties=species:S:1:pos:R:3:forces:R:3
C -3.136 -2.504 0.711 0.034 0.126 0.027
C -2.258 -2.455 -0.537 -0.084 -0.146 0.007
C -0.981 -1.659 -0.297 0.014 -0.006 -0.001
C -3.063 -1.967 -1.767 0.148 -0.037 -0.124
N -2.733 -0.654 -2.273 -0.096 0.057 0.090
N -3.027 0.483 -1.510 -0.001 0.013 0.009
C -2.282 1.516 -2.063 0.008 -0.013 -0.006
C -2.484 2.918 -1.575 0.003 -0.008 -0.003
C -1.289 3.760 -1.995 0.015 0.010 0.004
O -1.274 4.383 -3.040 0.006 0.004 0.000
N -0.228 3.717 -1.157 -0.047 -0.020 -0.001
C 0.125 2.711 -0.140 0.031 0.001 -0.001
C 1.612 2.874 -0.537 -0.007 0.020 0.016
C 2.289 1.652 -1.148 -0.007 0.027 0.002
N 3.117 0.875 -0.225 -0.007 -0.010 -0.008
C 4.525 0.749 -0.561 -0.002 -0.007 0.001
C 2.492 0.202 0.767 0.001 -0.007 -0.013
O 1.286 0.362 0.944 0.002 0.017 0.000
C 3.336 -0.733 1.615 0.003 0.004 0.001
C 2.678 -1.632 2.664 -0.025 -0.026 -0.024
O 3.363 -2.483 3.203 0.008 0.011 0.006
N 1.383 -1.417 2.954 0.011 -0.005 0.010
C 0.698 -2.214 3.924 -0.010 -0.005 0.006
C -0.794 -2.225 3.860 0.002 -0.001 0.012
C -0.013 -3.456 3.477 0.005 0.014 -0.016
C 1.157 3.931 -1.577 0.014 -0.027 -0.020
C -1.425 1.038 -2.984 0.006 0.021 0.009
C -1.653 -0.399 -3.105 -0.010 -0.006 -0.012
O -1.061 -1.255 -3.740 0.002 0.000 0.002
H -3.445 -1.496 1.007 0.000 0.001 -0.001
H -4.038 -3.095 0.538 0.000 0.000 0.001
H -2.601 -2.950 1.550 0.003 0.001 0.003
H -1.963 -3.485 -0.762 -0.002 -0.001 0.000
H -1.198 -0.621 -0.038 -0.004 -0.002 0.003
H -0.419 -2.092 0.534 -0.003 0.003 0.003
H -0.332 -1.667 -1.174 -0.004 0.000 -0.002
H -2.881 -2.625 -2.615 0.000 0.001 0.000
H -4.135 -1.993 -1.557 0.001 -0.001 0.002
H -4.024 0.653 -1.433 0.001 -0.007 0.000
H -3.373 3.356 -2.028 -0.001 0.003 0.005
H -2.607 2.910 -0.490 -0.004 0.003 0.000
H -0.120 3.016 0.878 -0.003 0.001 -0.001
H -0.276 1.717 -0.330 -0.004 -0.003 -0.007
H 2.234 3.287 0.257 0.003 -0.006 -0.001
H 1.531 1.001 -1.597 0.000 -0.005 0.000
H 2.953 1.979 -1.949 -0.002 -0.003 0.001
H 5.089 0.323 0.260 0.002 0.005 0.006
H 4.667 0.121 -1.445 0.003 -0.002 0.001
H 4.936 1.737 -0.770 -0.002 -0.002 -0.002
H 3.897 -1.409 0.968 0.003 -0.003 0.010
H 4.087 -0.151 2.155 0.001 0.009 -0.002
H 0.903 -0.703 2.420 0.003 0.004 -0.002
H 1.175 -2.239 4.895 0.000 0.002 -0.002
H -1.345 -2.228 4.790 0.001 0.002 -0.001
H -1.256 -1.659 3.062 -0.001 0.001 -0.002
H 0.054 -3.697 2.425 -0.001 -0.010 0.003
H -0.022 -4.305 4.146 -0.001 0.000 0.002
H 1.317 3.657 -2.624 0.004 0.007 0.001
H 1.520 4.946 -1.419 -0.008 0.003 0.011
H -0.691 1.595 -3.542 0.002 -0.003 0.000
```
Forces are in eV/Å.

Values from the calculation:
- HOMO level (eV) = -8.7
- DFT total energy (Eh) = -1355.432193
- SMILES = CC(C)Cn1[nH]c(CC(=O)N2CC(CN(C)C(=O)CC(=O)NC3CC3)C2)cc1=O

Atomic partial charges in e from the Mulliken method, atoms 1 to 2: atom 1 (C): -1.59, atom 2 (C): 1.13